[1]
DFT (ωB97M-V with the def2-TZVPD basis set) results for a structure of composition C8H6N2O5Sn.

Last column: Mulliken charge in e.
CARTESIAN COORDINATES (ANGSTROEM)
Sn (0.13, 0.59, -0.35)  1.007
O (-2.65, 2.53, 1.90)  -0.546
C (-1.81, 1.83, 1.41)  0.664
O (-1.45, 1.83, 0.14)  -0.686
C (-1.12, 0.70, 2.25)  0.570
O (-1.46, 0.46, 3.37)  -0.537
O (-0.20, 0.01, 1.57)  -0.637
O (-1.76, -0.85, -0.70)  -0.612
H (-2.50, -0.32, -1.03)  0.370
H (-1.97, -1.02, 0.23)  0.352
N (-0.27, -6.50, -0.40)  -0.445
C (0.35, -5.53, -0.33)  -0.023
C (1.12, -4.32, -0.25)  0.106
C (2.50, -4.36, -0.13)  -0.107
C (3.20, -3.16, -0.06)  -0.787
C (2.48, -1.98, -0.13)  -0.126
N (1.16, -1.94, -0.25)  -0.045
C (0.48, -3.08, -0.31)  -0.225
H (3.01, -5.31, -0.08)  0.486
H (4.27, -3.15, 0.04)  0.385
H (2.99, -1.02, -0.08)  0.357
H (-0.59, -3.02, -0.41)  0.481

Its gap between HOMO and LUMO is 8.77 eV. The value obtained for the energy above the lowest of the compared OMol25 structures with the same formula, charge and spin is 30.4 kJ/mol. As for the energy: -1008.5247 Ha. The multiplicity is 1.

[2]
DFT (ωB97M-V with the def2-TZVPD basis set) results for an isolated molecule of C8H6N2OS.

Last column: Mulliken charge in e.
CARTESIAN COORDINATES (ANGSTROEM)
O (-1.32, 2.10, 0.48)  -0.660
C (-1.77, 0.97, 0.15)  0.836
C (-3.17, 0.61, 0.35)  -0.898
C (-3.39, -0.74, -0.02)  -0.188
S (-1.86, -1.52, -0.50)  -0.024
N (-1.05, -0.07, -0.44)  0.037
C (0.40, -0.15, -0.20)  0.464
C (1.33, 0.52, -1.01)  -0.190
C (2.60, 0.38, -0.91)  -0.516
C (3.06, -0.32, 0.21)  -0.189
C (2.10, -0.96, 1.02)  -0.236
N (0.76, -0.85, 0.82)  -0.471
H (-3.95, 1.10, 0.74)  0.474
H (-4.36, -1.28, -0.06)  0.367
H (0.86, 1.13, -1.81)  0.293
H (3.27, 1.04, -1.40)  0.399
H (4.24, -0.41, 0.48)  0.239
H (2.24, -1.53, 2.11)  0.265

Its gap between HOMO and LUMO is 8.95 eV. Its SMILES is O=c1ccsn1-c1ccccn1. The value obtained for the energy above the lowest of the compared OMol25 structures with the same formula, charge and spin is 236.5 kJ/mol. As for the energy: -891.3110 Ha. The multiplicity is 1.

[3]
DFT (ωB97M-V with the def2-TZVPD basis set) results for a structure of composition C8H6N3PS.

Last column: Mulliken charge in e.
CARTESIAN COORDINATES (ANGSTROEM)
C (0.08, -1.77, -3.96)  -0.068
C (0.42, -1.07, -3.01)  -0.758
C (0.65, -0.53, -1.56)  0.488
C (-0.58, -0.31, -0.66)  -0.577
C (-0.54, 0.16, 0.74)  0.441
P (-2.15, 0.39, 1.67)  0.218
N (-2.57, 1.94, 1.80)  -0.660
C (0.86, 0.43, 1.33)  0.746
N (1.12, 0.86, 2.65)  -0.601
S (2.80, 0.98, 2.66)  0.208
N (3.26, 0.55, 1.11)  -0.576
C (2.09, 0.23, 0.41)  0.576
C (2.03, -0.25, -1.06)  -0.782
H (-0.25, -2.55, -4.70)  0.355
H (-1.59, -0.56, -1.13)  0.232
H (-2.05, -0.22, 2.95)  0.102
H (-3.22, -0.23, 0.93)  0.068
H (-3.47, 2.06, 1.32)  0.210
H (2.95, -0.37, -1.69)  0.379

Its gap between HOMO and LUMO is 7.00 eV. As for the energy: -1212.0423 Ha. The multiplicity is 1.

[4]
DFT (ωB97M-V with the def2-TZVPD basis set) results for the ion C8H6NO3S with charge -1.

Last column: Mulliken charge in e.
CARTESIAN COORDINATES (ANGSTROEM)
C (-2.46, -0.94, 0.05)  -0.768
C (-2.23, 0.38, -0.36)  -0.500
C (-1.36, -1.82, 0.27)  -0.647
C (0.09, -0.19, -0.71)  -0.991
C (-0.91, 0.78, -0.59)  0.013
C (-0.12, -1.42, -0.17)  0.711
C (3.12, -0.25, 0.72)  0.137
C (-0.61, 2.21, -0.53)  0.429
N (2.83, -1.47, 0.35)  -0.352
O (0.54, 2.47, 0.07)  -0.534
O (2.43, 0.76, 0.94)  -0.616
O (-1.31, 3.11, -1.00)  -0.716
S (1.39, -2.29, 0.19)  0.037
H (-3.24, -1.21, 0.58)  0.397
H (-3.09, 1.01, -0.50)  0.409
H (-1.44, -2.78, 0.57)  0.485
H (1.08, 0.16, -1.04)  0.729
H (4.30, -0.16, 0.59)  0.277
H (1.00, 1.65, 0.55)  0.500

As for the charge: -1. Its gap between HOMO and LUMO (alpha / beta) is 4.13 / 5.61 eV. Its expectation value of S² is 2.0232. As for the energy: -987.0368 Ha. The multiplicity is 3.

[5]
DFT (ωB97M-V with the def2-TZVPD basis set) results for an isolated molecule of C8H6O4.

Last column: Mulliken charge in e.
CARTESIAN COORDINATES (ANGSTROEM)
O (1.62, 2.27, -0.01)  -0.553
C (1.19, 1.17, -0.13)  -0.035
C (-0.17, 0.74, -0.11)  0.830
C (-1.32, 1.58, -0.09)  -0.813
C (-2.52, 0.92, 0.01)  -0.581
C (-2.62, -0.45, 0.25)  -0.274
C (-1.49, -1.26, 0.17)  -0.803
C (-0.23, -0.62, -0.01)  0.302
O (0.92, -1.34, -0.14)  -0.393
C (1.99, -0.39, -0.08)  0.979
O (2.65, -0.55, 1.10)  -0.520
O (2.77, -0.49, -1.21)  -0.537
H (-1.01, 2.51, -0.37)  0.489
H (-3.37, 1.43, -0.17)  0.482
H (-3.68, -0.77, 0.41)  0.301
H (-1.62, -2.27, 0.45)  0.423
H (3.37, -1.23, 1.04)  0.347
H (3.50, -1.25, -1.11)  0.355

Its gap between HOMO and LUMO is 9.04 eV. Its SMILES is O=C1c2ccccc2OC1(O)O. The value obtained for the energy above the lowest of the compared OMol25 structures with the same formula, charge and spin is 191.8 kJ/mol. As for the energy: -609.3632 Ha. The multiplicity is 1.

[6]
DFT (ωB97M-V with the def2-TZVPD basis set) results for a structure of composition C8H7AuBr2O3S3Sb.

Last column: Mulliken charge in e.
CARTESIAN COORDINATES (ANGSTROEM)
Au (0.27, -0.25, 0.46)  0.657
Br (-1.21, 1.36, -2.64)  -0.049
C (-2.41, 1.35, -1.16)  -0.247
Br (-2.34, -0.32, -0.17)  -0.052
H (-3.43, 1.44, -1.52)  0.394
H (-2.13, 2.13, -0.47)  0.092
S (3.80, -3.44, 1.76)  -0.271
Sb (2.30, -1.75, 2.52)  0.630
S (0.47, -2.45, 1.08)  -0.386
S (2.55, -0.17, 0.69)  -0.409
O (0.23, 4.21, -0.62)  -0.689
C (0.20, 4.64, 0.66)  0.396
C (0.17, 6.02, 0.86)  -0.637
C (0.13, 6.54, 2.14)  -0.305
C (0.13, 5.69, 3.25)  -0.629
C (0.16, 4.33, 3.05)  -0.594
C (0.19, 3.78, 1.77)  0.376
C (0.21, 2.30, 1.64)  1.091
O (0.30, 1.56, 2.60)  -0.678
O (0.08, 1.85, 0.41)  -0.662
H (0.29, 3.23, -0.59)  0.338
H (0.18, 6.67, 0.00)  0.432
H (0.11, 7.61, 2.28)  0.374
H (0.10, 6.10, 4.25)  0.399
H (0.16, 3.64, 3.89)  0.429

Its gap between HOMO and LUMO (alpha / beta) is 6.46 / 5.86 eV. Its expectation value of S² is 0.7543. The value obtained for the energy above the lowest of the compared OMol25 structures with the same formula, charge and spin is 0.0 kJ/mol. As for the energy: -7253.3175 Ha. The multiplicity is 2.

Calculated strongest force on any atom, 0.012, 0.159, 0.090, 0.101, 0.086, 0.008 hartree/bohr (same order as the records).